{
  "formula": "C21H33Cl26NO4PS",
  "method": "ωB97M-V/def2-TZVPD",
  "species": ["C", "C", "C", "C", "C", "C", "C", "C", "C", "S", "O", "O", "Cl", "P", "O", "Cl", "C", "C", "C", "C", "N", "O", "H", "H", "H", "H", "H", "H", "H", "H", "H", "H", "H", "H", "H", "H", "H", "H", "H", "H", "H", "H", "H", "H", "H", "H", "H", "C", "Cl", "Cl", "Cl", "H", "C", "Cl", "Cl", "Cl", "H", "C", "Cl", "Cl", "Cl", "H", "C", "Cl", "Cl", "Cl", "H", "C", "Cl", "Cl", "Cl", "H", "C", "Cl", "Cl", "Cl", "H", "C", "Cl", "Cl", "Cl", "H", "C", "Cl", "Cl", "Cl", "H"],
  "positions_angstrom": [[-2.6800, -0.3291, -2.6293], [-1.5932, 0.7456, -2.5260], [-2.3118, 2.0164, -2.1143], [-0.6378, 0.2646, -1.4384], [0.6491, 1.0830, -1.2788], [0.5646, 2.2735, -0.2775], [-0.2674, 2.1137, 1.0174], [0.0839, 0.9262, 1.9059], [1.3650, 1.1943, 2.6545], [1.8385, -0.1718, 3.7856], [3.2520, -0.1591, 3.9087], [1.1126, -0.0037, 5.0026], [1.3021, -2.2367, 2.9424], [2.0457, 0.0068, -0.6842], [1.4872, -1.4637, -0.8645], [3.6504, 0.1078, -1.9248], [0.9773, 1.6979, -2.6652], [0.5477, 0.8430, -3.8436], [1.0498, 1.5614, -5.0970], [1.1364, -0.5502, -3.8965], [-0.9503, 0.8334, -3.8836], [-1.4250, 1.8326, -4.5335], [-2.1971, -1.2741, -2.8217], [-3.2832, -0.3691, -1.7388], [-3.2758, -0.0888, -3.4929], [-3.2061, 2.1449, -2.6915], [-2.6386, 1.8640, -1.0959], [-1.6963, 2.9002, -2.1476], [-1.2380, 0.2225, -0.5465], [-0.4009, -0.7596, -1.6634], [1.5703, 2.5156, 0.0499], [0.2278, 3.1537, -0.7981], [-0.1336, 3.0063, 1.6103], [-1.3108, 2.0921, 0.7482], [0.1777, 0.0199, 1.3299], [-0.7216, 0.7276, 2.5959], [1.2876, 2.0858, 3.2608], [2.2161, 1.3037, 2.0038], [1.8105, -2.0581, -0.1648], [2.0029, 2.0241, -2.7322], [0.3819, 2.5955, -2.7299], [2.0670, 1.2271, -5.2435], [1.1009, 2.6254, -4.9605], [0.5084, 1.2696, -5.9777], [0.9219, -1.1715, -3.0416], [2.1987, -0.5092, -4.0309], [0.7393, -1.0372, -4.7756], [4.0509, -4.1864, -1.8834], [2.7904, -5.3655, -1.5339], [3.6032, -3.1940, -3.2772], [4.3860, -3.1971, -0.4590], [4.9557, -4.7211, -2.1331], [-6.8937, -0.4457, -1.5146], [-6.0455, -1.5188, -2.6255], [-6.9198, -1.1203, 0.1123], [-6.1566, 1.1599, -1.5135], [-7.9140, -0.3455, -1.8552], [-0.4941, -1.0028, 7.5952], [-1.6656, -2.0895, 6.8533], [-1.1459, 0.6306, 7.7252], [-0.0120, -1.6015, 9.1875], [0.3813, -0.9657, 6.9616], [1.8952, 4.9846, -7.4076], [3.6562, 5.1111, -7.4563], [1.3640, 3.4420, -8.0688], [1.2980, 5.1984, -5.7626], [1.4818, 5.7750, -8.0170], [-2.4659, 0.0112, 11.8857], [-3.6674, -1.0740, 11.1940], [-3.0720, 1.6669, 11.9437], [-1.9761, -0.5323, 13.4914], [-1.5952, -0.0056, 11.2445], [4.5637, 7.0195, -4.2784], [3.1375, 7.6270, -3.4359], [6.0295, 7.7627, -3.6421], [4.6526, 5.2635, -4.1759], [4.4759, 7.2866, -5.3225], [0.4958, -5.6135, 4.7308], [-0.3278, -6.9885, 5.4716], [-0.2725, -5.1669, 3.2073], [0.5148, -4.2168, 5.8016], [1.5166, -5.9039, 4.5269], [-2.5134, -8.1231, 1.6633], [-2.2969, -9.8568, 1.4241], [-2.1763, -7.2375, 0.1748], [-4.1371, -7.7682, 2.2489], [-1.8068, -7.7946, 2.4136]],
  "mulliken_charge": [-2.10, 1.92, -1.57, -3.15, 2.83, -1.79, -1.39, -0.53, -0.73, 0.97, -0.55, -0.47, -0.21, 0.46, -0.57, -0.26, -3.68, 2.64, -1.81, -2.28, 0.73, -0.65, 0.40, 0.37, 0.53, 0.41, 0.37, 0.22, 1.03, 0.64, 0.88, 0.43, 0.67, 0.18, 0.14, 0.77, 0.54, 0.27, 0.25, 1.18, 0.62, 0.40, 0.06, 0.58, 0.40, 0.47, 0.38, -0.06, -0.12, -0.07, -0.10, 0.37, -0.04, -0.10, -0.12, -0.10, 0.36, 0.40, -0.13, -0.15, -0.14, 0.05, -0.03, -0.13, -0.11, -0.09, 0.36, 0.30, -0.12, -0.13, -0.13, 0.08, 0.12, -0.12, -0.13, -0.08, 0.21, -0.04, -0.14, -0.13, -0.03, 0.33, 0.39, -0.13, -0.12, -0.12, -0.02],
  "homo_energy_ha": [-0.313, -0.320],
  "spin_multiplicity": 2,
  "orbital_gap_ev": [7.00, 7.16],
  "s_squared": 0.754
}

***

{
  "formula": "C21H33Cl2MnN4O3",
  "method": "ωB97M-V/def2-TZVPD",
  "species": ["O", "C", "C", "C", "H", "C", "H", "C", "H", "C", "H", "C", "H", "H", "C", "C", "H", "H", "H", "C", "C", "H", "H", "H", "H", "Mn", "Cl", "Cl", "H", "H", "C", "C", "N", "H", "C", "O", "H", "H", "H", "H", "H", "H", "C", "C", "N", "H", "C", "O", "H", "H", "H", "H", "C", "C", "N", "C", "C", "N", "H", "H", "H", "H", "H", "H"],
  "positions_angstrom": [[0.6309, -0.0032, -1.1739], [-0.4673, 0.1964, -1.9259], [-0.2562, 1.5435, -2.6836], [0.4993, 2.5640, -2.0994], [0.8846, 2.4051, -1.0853], [0.7251, 3.7624, -2.7831], [1.3158, 4.5421, -2.2999], [0.1796, 3.9362, -4.0574], [0.3390, 4.8649, -4.5951], [-0.5734, 2.9158, -4.6449], [-1.0025, 3.0320, -5.6382], [-0.7837, 1.7143, -3.9636], [-1.3588, 0.8852, -4.3915], [-0.5714, -0.6119, -2.7014], [-2.7714, -1.0954, -1.3302], [-1.8945, 0.1409, -1.0312], [-3.6637, -0.9468, -1.9878], [-3.0969, -1.4943, -0.3510], [-2.1570, -1.8774, -1.7966], [-2.5301, 1.3573, -0.7842], [-3.9735, 1.5368, -0.4626], [-1.9263, 2.2563, -0.8531], [-4.5671, 2.0508, -1.2473], [-4.0414, 2.1551, 0.4489], [-4.4850, 0.5882, -0.2678], [-0.9681, 0.0444, 0.7661], [-0.0854, 2.1171, 1.1221], [-2.7477, -0.2756, 2.0317], [4.7027, 1.3318, -1.7197], [4.7212, 1.7056, 0.9314], [3.6213, 1.4666, -1.5532], [3.6258, 1.5960, 0.9158], [3.2172, 0.9008, -0.2815], [3.0724, 0.9698, -2.3591], [2.7057, -0.3630, -0.2244], [2.4309, -0.9710, 0.8169], [3.2891, 1.0275, 1.7903], [2.6431, -0.8321, -1.2161], [3.4049, 2.5422, -1.5762], [3.1851, 2.6015, 0.9297], [-0.4452, -5.4191, 1.5994], [1.4556, -5.6752, -0.2629], [-0.9459, -4.8091, 0.8378], [0.8729, -4.9562, -0.8485], [0.0419, -4.1348, 0.0152], [-1.5792, -4.0666, 1.3245], [0.1482, -2.7985, 0.0496], [-0.6613, -2.0780, 0.6734], [1.5586, -4.3139, -1.4071], [0.9970, -2.3729, -0.5056], [-1.5427, -5.4777, 0.2078], [0.2476, -5.5183, -1.5515], [-1.0534, 1.7357, 4.2522], [-0.3153, 0.4716, 4.1682], [0.0909, -0.2319, 3.1229], [0.7587, -1.3433, 3.6097], [0.7025, -1.3401, 4.9997], [0.0180, -0.1850, 5.3260], [-2.1391, 1.5538, 4.2726], [-0.7675, 2.2646, 5.1712], [-0.8059, 2.3634, 3.3793], [1.2364, -2.0584, 2.9442], [1.0771, -2.0403, 5.7104], [-0.2223, 0.1502, 6.2439]],
  "mulliken_charge": [-0.03, 0.05, -0.23, 0.50, 0.31, -1.26, 0.44, -0.49, 0.40, -0.66, 0.40, -0.28, 0.39, 0.36, -1.75, 1.54, 0.36, 0.36, 0.40, 0.12, -1.55, 0.44, 0.36, 0.32, 0.37, 0.37, -0.75, -0.51, 0.31, 0.33, -1.01, -0.93, 0.40, 0.31, -0.40, -0.67, 0.22, 0.65, 0.33, 0.30, 0.33, 0.32, -0.99, -0.92, 0.33, 0.24, 0.45, -0.48, 0.27, -0.07, 0.34, 0.33, -1.28, 0.53, 0.37, -0.62, -0.78, -0.08, 0.23, 0.46, 0.19, 0.39, 0.43, 0.18],
  "homo_energy_ha": [-0.288, -0.296],
  "spin_multiplicity": 5,
  "de_lowest_kj_mol": 218.96,
  "orbital_gap_ev": [5.69, 7.85],
  "s_squared": 6.458
}

***

{
  "formula": "C21H33ClN2O4PtS",
  "method": "ωB97M-V/def2-TZVPD",
  "species": ["Pt", "C", "C", "C", "C", "C", "C", "C", "C", "C", "C", "C", "C", "C", "C", "C", "C", "C", "H", "H", "H", "H", "H", "H", "H", "H", "H", "H", "H", "H", "H", "H", "H", "H", "H", "H", "H", "H", "H", "H", "H", "H", "H", "H", "H", "H", "H", "S", "C", "N", "C", "C", "C", "N", "H", "H", "H", "H", "O", "Cl", "O", "O", "O"],
  "positions_angstrom": [[0.1319, 0.1371, -1.1354], [-0.1106, 0.3406, 1.5626], [-0.7974, -0.6933, 0.7220], [-1.7504, -0.0091, -0.1211], [-1.2295, 1.3454, -0.1280], [-0.3616, 1.5619, 1.0664], [0.1455, 2.9093, 1.4962], [-1.0571, 3.7545, 1.9422], [1.1331, 2.7668, 2.6518], [0.8410, 3.5971, 0.3135], [-3.0455, -0.3814, -0.8688], [-3.9871, -1.2174, 0.0084], [-3.8034, 0.9190, -1.1824], [-2.8027, -1.0879, -2.2098], [-0.6465, -2.1569, 1.1331], [-1.6053, -2.4509, 2.2983], [0.7822, -2.4060, 1.6454], [-0.8633, -3.1372, -0.0203], [0.5895, 0.1080, 2.3478], [-1.6965, 2.1628, -0.6554], [-1.5593, 3.2966, 2.7966], [-1.7870, 3.8671, 1.1369], [-0.7244, 4.7530, 2.2333], [0.6617, 2.2899, 3.5146], [1.4812, 3.7533, 2.9639], [2.0018, 2.1758, 2.3584], [0.1576, 3.7301, -0.5288], [1.6988, 3.0144, -0.0250], [1.1903, 4.5860, 0.6184], [-4.1606, -0.7323, 0.9708], [-3.6195, -2.2205, 0.1932], [-4.9502, -1.3127, -0.4971], [-3.9739, 1.5113, -0.2815], [-4.7736, 0.6727, -1.6165], [-3.2686, 1.5329, -1.9083], [-2.2604, -2.0245, -2.0966], [-2.2197, -0.4513, -2.8759], [-3.7629, -1.3042, -2.6856], [-1.4862, -1.7023, 3.0845], [-1.3653, -3.4264, 2.7269], [-2.6504, -2.4610, 1.9956], [0.9586, -1.9347, 2.6120], [1.5335, -2.0377, 0.9489], [0.9226, -3.4809, 1.7816], [-1.8157, -3.0125, -0.5186], [-0.8129, -4.1614, 0.3557], [-0.0790, -3.0096, -0.7705], [1.1463, 1.3355, -2.9138], [2.1734, -0.0058, -2.7840], [3.5241, 0.1205, -2.8793], [4.3575, -0.9244, -2.7394], [3.8380, -2.1652, -2.5021], [2.4639, -2.2294, -2.2795], [1.6490, -1.2031, -2.4476], [3.8880, 1.0666, -2.8560], [5.4134, -0.7084, -2.7847], [4.4760, -3.0238, -2.3736], [2.0028, -3.1522, -1.9464], [3.6356, 1.7669, -0.5270], [3.9791, 0.5917, 0.2484], [3.9913, 0.8978, 1.6432], [5.2697, 0.1063, -0.1899], [2.9893, -0.4464, -0.0219]],
  "mulliken_charge": [0.88, -0.56, -0.95, -0.04, -0.47, -0.83, 2.35, -1.81, -1.82, -1.32, 2.55, -1.71, -2.11, -1.73, 2.80, -1.64, -1.79, -1.55, 0.44, 0.88, 0.37, 0.31, 0.46, 0.35, 0.44, 0.24, 0.25, 0.07, 0.49, 0.35, 0.21, 0.50, 0.39, 0.46, 0.32, 0.20, 0.38, 0.47, 0.30, 0.49, 0.22, 0.38, 0.17, 0.52, 0.13, 0.56, 0.01, -0.49, 0.36, 0.09, -0.20, -0.64, -0.02, -0.43, 0.34, 0.37, 0.43, 0.42, -0.71, 1.66, -0.68, -0.73, -0.42],
  "homo_energy_ha": -0.280,
  "de_lowest_kj_mol": 23.10,
  "orbital_gap_ev": 6.60
}

***

{
  "formula": "C21H33CoN4O10S",
  "method": "ωB97M-V/def2-TZVPD",
  "species": ["Co", "C", "N", "C", "C", "O", "C", "O", "C", "C", "O", "N", "C", "C", "H", "H", "H", "H", "H", "H", "H", "H", "H", "H", "H", "H", "H", "H", "H", "H", "C", "C", "C", "S", "O", "C", "C", "C", "H", "H", "H", "H", "H", "H", "H", "H", "H", "H", "H", "H", "H", "H", "O", "C", "O", "C", "C", "C", "C", "C", "C", "N", "O", "O", "N", "O", "O", "H", "H", "H"],
  "positions_angstrom": [[0.1926, 0.4280, -0.1433], [4.0631, -2.8813, 0.4256], [2.6320, -2.6360, 0.5795], [1.8033, -3.8396, 0.6616], [2.0958, -1.4439, 0.6507], [0.8608, -1.2587, 0.8279], [2.9779, -0.2058, 0.4968], [2.0971, 0.9246, 0.5518], [2.6245, 2.1755, 0.1023], [1.5692, 2.8367, -0.7863], [0.4540, 2.2647, -0.9203], [1.8532, 3.9614, -1.3948], [3.1323, 4.6550, -1.2393], [0.8805, 4.5889, -2.2929], [4.2337, -3.4340, -0.4974], [4.6308, -1.9570, 0.3936], [4.4148, -3.4772, 1.2671], [2.0243, -4.4690, -0.1993], [2.0431, -4.3833, 1.5746], [0.7555, -3.5637, 0.6608], [3.7021, -0.1346, 1.3124], [3.4944, -0.2271, -0.4663], [2.8294, 2.7989, 0.9764], [3.5543, 2.0263, -0.4498], [3.5888, 4.4391, -0.2773], [3.8157, 4.3825, -2.0441], [2.9458, 5.7253, -1.2856], [0.1487, 3.8540, -2.6118], [0.3783, 5.4092, -1.7809], [1.4166, 4.9764, -3.1570], [-4.3528, -2.2758, 3.0033], [-4.4712, -1.2877, 1.8521], [-3.6509, -0.0229, 2.0683], [-1.8761, -0.4200, 2.0891], [-1.3310, 0.4123, 0.8747], [-1.2287, 0.4452, 3.5430], [-1.0458, 1.9528, 3.4081], [-2.3305, 2.7694, 3.3685], [-4.9822, -3.1458, 2.8299], [-4.6692, -1.8219, 3.9435], [-3.3295, -2.6396, 3.1276], [-5.5089, -0.9671, 1.7404], [-4.1908, -1.7497, 0.9026], [-3.8865, 0.4585, 3.0163], [-3.7637, 0.6959, 1.2567], [-0.2820, -0.0547, 3.7529], [-1.9303, 0.1758, 4.3368], [-0.4440, 2.1637, 2.5195], [-0.4381, 2.2539, 4.2640], [-2.8725, 2.6351, 2.4335], [-2.1018, 3.8293, 3.4593], [-2.9932, 2.5090, 4.1945], [1.3717, -0.8752, -3.7695], [0.5577, -0.3870, -3.0386], [0.8075, -0.2557, -1.7210], [-0.7371, 0.2087, -3.5123], [-1.8678, 0.2352, -2.7112], [-3.0310, 0.7913, -3.2107], [-3.1128, 1.3343, -4.4788], [-1.9618, 1.2948, -5.2460], [-0.7814, 0.7336, -4.8016], [-1.9980, 1.8909, -6.6054], [-0.9369, 1.9863, -7.1818], [-3.0745, 2.2710, -7.0033], [-4.2258, 0.8054, -2.3424], [-5.2587, 1.2050, -2.8134], [-4.0683, 0.4231, -1.1909], [-1.8982, -0.2154, -1.7265], [-4.0278, 1.7635, -4.8616], [0.0859, 0.7032, -5.4460]],
  "mulliken_charge": [1.37, -0.94, 0.15, -0.99, 0.65, -1.03, -1.11, -0.08, -0.90, 0.73, -0.62, 0.09, -1.06, -1.02, 0.36, 0.36, 0.35, 0.34, 0.36, 0.26, 0.65, 0.68, 0.45, 0.61, 0.40, 0.35, 0.41, 0.33, 0.34, 0.40, -1.27, -0.44, -0.81, 0.43, -0.48, -0.82, 0.09, -1.30, 0.40, 0.33, 0.34, 0.45, 0.27, 0.53, 0.39, 0.47, 0.57, -0.25, 0.47, 0.26, 0.42, 0.34, -0.54, -0.01, 0.00, 0.63, -0.32, -0.15, -0.57, -0.14, -0.70, 1.04, -0.58, -0.57, 1.02, -0.56, -0.62, 0.52, 0.64, 0.63],
  "homo_energy_ha": [-0.563, -0.563],
  "spin_multiplicity": 5,
  "charge": 2,
  "de_lowest_kj_mol": 65.83,
  "orbital_gap_ev": [9.82, 6.61],
  "s_squared": 6.011
}